(one)
ORCA calculation (ωB97M-V/def2-TZVPD) on a structure of composition H24HeO12.

Last column: natural (NBO) charge in e.
CARTESIAN COORDINATES (ANGSTROEM)
He1 17.741 4.105 18.255  0.00
O1 18.634 6.993 19.063  -0.96
H1 17.871 6.416 19.096  0.50
H2 18.530 7.573 19.818  0.48
O2 20.552 4.020 19.379  -0.97
H3 20.002 3.976 20.161  0.50
H4 20.217 4.773 18.892  0.47
O3 19.700 3.481 14.266  -0.96
H5 19.240 2.862 14.832  0.48
H6 20.591 3.509 14.614  0.46
O4 19.172 3.901 21.818  -0.94
H7 18.803 4.774 21.956  0.47
H8 18.531 3.306 22.208  0.49
O5 16.260 5.888 15.668  -0.98
H9 16.911 6.555 15.885  0.51
H10 15.533 6.378 15.285  0.47
O6 19.645 1.466 18.513  -0.98
H11 19.338 1.646 17.625  0.48
H12 20.187 2.222 18.738  0.50
O7 15.504 2.443 17.996  -0.97
H13 14.572 2.235 18.060  0.47
H14 15.579 2.969 17.200  0.49
O8 15.327 3.381 15.406  -0.96
H15 16.008 4.053 15.431  0.51
H16 14.513 3.857 15.570  0.47
O9 17.266 0.588 19.248  -1.00
H17 16.679 1.096 18.688  0.48
H18 18.143 0.897 19.019  0.48
O10 18.638 1.427 15.803  -0.96
H19 17.847 1.004 15.468  0.50
H20 19.353 0.859 15.518  0.49
O11 18.249 8.177 16.584  -0.98
H21 18.467 7.863 17.461  0.50
H22 19.048 8.044 16.075  0.47
O12 15.542 6.557 19.248  -0.95
H23 15.023 7.249 18.838  0.48
H24 15.121 6.412 20.095  0.47

E_LUMO = -0.00604 Ha
Gap between HOMO and LUMO = 0.339 hartree

=====

(two)
ORCA calculation (ωB97M-V/def2-TZVPD) on a structure of composition H24HeO12.

Last column: natural (NBO) charge in e.
CARTESIAN COORDINATES (ANGSTROEM)
He1 15.923 -14.361 -16.378  0.00
O1 18.337 -12.228 -13.941  -0.95
H1 18.964 -11.549 -13.690  0.47
H2 18.611 -12.494 -14.819  0.49
O2 15.810 -14.631 -13.636  -0.98
H3 15.327 -13.951 -14.105  0.50
H4 16.198 -14.177 -12.888  0.47
O3 14.523 -17.540 -16.931  -0.95
H5 15.128 -16.958 -17.390  0.48
H6 14.011 -17.951 -17.627  0.47
O4 20.131 -13.448 -16.509  -0.95
H7 20.742 -13.995 -16.016  0.48
H8 19.494 -14.064 -16.870  0.47
O5 12.090 -16.263 -16.240  -0.97
H9 13.001 -16.528 -16.111  0.49
H10 12.105 -15.308 -16.169  0.48
O6 12.667 -13.253 -17.207  -0.95
H11 13.198 -13.257 -18.003  0.49
H12 11.998 -12.588 -17.368  0.48
O7 14.860 -13.652 -18.971  -0.97
H13 14.722 -13.352 -19.869  0.48
H14 15.323 -14.485 -19.064  0.51
O8 16.095 -11.546 -17.563  -0.97
H15 15.742 -12.304 -18.031  0.50
H16 16.372 -10.945 -18.254  0.47
O9 16.056 -10.784 -15.011  -0.99
H17 16.310 -10.891 -15.928  0.49
H18 16.779 -11.168 -14.515  0.48
O10 13.901 -12.932 -14.862  -0.99
H19 13.572 -12.895 -15.760  0.49
H20 14.650 -12.337 -14.856  0.48
O11 18.120 -16.294 -14.153  -0.97
H21 17.747 -16.951 -13.565  0.47
H22 17.402 -15.682 -14.316  0.50
O12 16.822 -16.051 -18.577  -0.96
H23 17.282 -16.792 -18.971  0.49
H24 17.451 -15.330 -18.616  0.48

E_LUMO = -0.01978 Ha
Gap between HOMO and LUMO = 0.353 hartree

=====

So which one is most stable? That would be (two), about 5.6 kJ/mol below the next structure.

=====

(one)
ORCA calculation (ωB97M-V/def2-TZVPD) on a structure of composition H24HeO12.

Last column: natural (NBO) charge in e.
CARTESIAN COORDINATES (ANGSTROEM)
He1 0.309 0.434 0.157  0.00
O1 0.526 -2.724 2.757  -0.99
H1 -0.261 -2.180 2.709  0.48
H2 1.245 -2.122 2.566  0.49
O2 -3.618 1.520 -1.282  -0.96
H3 -2.808 2.023 -1.199  0.49
H4 -4.237 1.965 -0.703  0.46
O3 -1.693 -0.857 3.315  -0.98
H5 -1.956 -0.035 2.901  0.48
H6 -1.209 -0.588 4.096  0.47
O4 -0.947 2.544 -0.508  -0.99
H7 -0.887 2.050 0.310  0.49
H8 -0.211 2.228 -1.033  0.51
O5 -0.637 -3.041 -0.057  -0.98
H9 0.219 -3.062 0.371  0.51
H10 -1.263 -3.198 0.650  0.49
O6 2.441 -2.002 -0.750  -0.98
H11 1.983 -1.480 -1.409  0.50
H12 3.295 -2.186 -1.142  0.47
O7 0.317 4.979 -0.108  -0.96
H13 1.052 4.783 0.473  0.45
H14 -0.153 4.150 -0.189  0.49
O8 -2.097 1.103 1.684  -0.94
H15 -2.498 1.946 1.898  0.49
H16 -2.838 0.525 1.501  0.49
O9 1.635 -0.681 -3.002  -0.98
H17 0.816 -1.137 -3.200  0.52
H18 2.296 -1.140 -3.520  0.48
O10 -0.788 -2.044 -2.614  -0.99
H19 -0.800 -2.173 -1.666  0.51
H20 -1.639 -1.652 -2.813  0.48
O11 1.723 1.650 -1.470  -0.98
H21 1.855 0.957 -2.116  0.50
H22 2.586 2.053 -1.370  0.47
O12 2.665 -1.123 1.873  -0.98
H23 3.017 -0.238 1.964  0.47
H24 2.559 -1.243 0.929  0.50

E_LUMO = 0.00064 Ha
Gap between HOMO and LUMO = 0.389 hartree

=====

(two)
ORCA calculation (ωB97M-V/def2-TZVPD) on a structure of composition H24HeO12.

Last column: natural (NBO) charge in e.
CARTESIAN COORDINATES (ANGSTROEM)
He1 -0.378 0.307 0.376  0.00
O1 2.512 3.049 0.632  -0.97
H1 1.878 3.182 1.337  0.50
H2 2.277 3.702 -0.027  0.47
O2 -1.923 -1.327 3.105  -0.98
H3 -2.457 -2.111 3.237  0.48
H4 -1.108 -1.653 2.723  0.49
O3 0.481 -2.576 2.150  -0.95
H5 0.683 -2.655 3.083  0.46
H6 0.930 -1.777 1.874  0.49
O4 1.166 -1.936 -2.348  -0.95
H7 1.757 -2.101 -3.083  0.47
H8 1.492 -1.127 -1.955  0.49
O5 -3.212 0.539 1.340  -0.98
H9 -2.607 1.156 0.927  0.46
H10 -2.645 -0.100 1.772  0.49
O6 2.117 -0.461 1.306  -0.97
H11 2.025 -0.052 0.445  0.50
H12 3.041 -0.706 1.358  0.48
O7 -1.884 2.253 -0.518  -0.95
H13 -2.787 2.565 -0.581  0.50
H14 -1.385 3.020 -0.235  0.48
O8 2.857 0.350 -1.446  -0.97
H15 3.748 0.097 -1.689  0.48
H16 2.961 1.180 -0.981  0.50
O9 -2.535 -3.129 -1.349  -0.98
H17 -3.129 -3.595 -1.938  0.45
H18 -2.140 -2.449 -1.895  0.49
O10 -0.751 1.486 -2.855  -0.97
H19 -1.225 2.233 -3.222  0.47
H20 -0.941 1.518 -1.917  0.49
O11 1.550 2.010 3.189  -0.97
H21 2.042 1.423 2.616  0.48
H22 0.983 1.430 3.698  0.48
O12 -1.423 -1.481 -3.158  -0.98
H23 -1.470 -0.553 -2.930  0.49
H24 -0.501 -1.712 -3.039  0.50

E_LUMO = -0.01041 Ha
Gap between HOMO and LUMO = 0.348 hartree

=====

So which one is most stable? That would be (one), about 47.5 kJ/mol below the next structure.

=====

(one)
ORCA calculation (ωB97M-V/def2-TZVPD) on the molecule C3H4O3.

Last column: natural (NBO) charge in e.
CARTESIAN COORDINATES (ANGSTROEM)
O1 1.693 0.403 1.461  -0.50
C1 1.046 -0.340 0.768  0.43
C2 0.258 0.110 -0.467  -0.12
O2 -0.010 -0.977 -1.293  -0.69
C3 -1.023 0.734 0.066  0.42
O3 -2.073 0.145 -0.024  -0.52
H1 0.929 -1.424 0.975  0.13
H2 0.844 0.873 -0.994  0.22
H3 -0.926 -1.244 -1.112  0.49
H4 -0.932 1.714 0.568  0.14

SMILES = O=CC(O)C=O
E_LUMO = 0.00292 Ha
Gap between HOMO and LUMO = 0.380 hartree

=====

(two)
ORCA calculation (ωB97M-V/def2-TZVPD) on a cluster of 2 separate species, C3H4O3 in total.

Last column: natural (NBO) charge in e.
CARTESIAN COORDINATES (ANGSTROEM)
O1 -0.087 2.527 0.045  -0.50
C1 -0.424 1.924 -0.848  1.03
O2 -0.669 1.345 -1.825  -0.53
C2 -0.394 -0.792 1.057  -0.55
C3 0.696 -0.713 0.259  0.15
O3 0.895 -1.007 -1.034  -0.65
H1 -0.354 -0.541 2.136  0.22
H2 -1.278 -1.167 0.799  0.18
H3 1.460 0.032 0.609  0.17
H4 0.155 -1.609 -1.198  0.48

SMILES = O=C=O.C=CO
E_LUMO = 0.02464 Ha
Gap between HOMO and LUMO = 0.365 hartree

=====

(three)
ORCA calculation (ωB97M-V/def2-TZVPD) on the molecule C3H4O3.

Last column: natural (NBO) charge in e.
CARTESIAN COORDINATES (ANGSTROEM)
O1 -0.216 1.812 -0.839  -0.50
C1 0.095 0.682 -1.119  0.40
C2 -0.180 -0.507 -0.218  -0.12
O2 1.173 -0.927 -0.024  -0.66
C3 -0.737 -0.129 1.166  0.41
O3 -1.016 -0.952 2.001  -0.48
H1 0.850 0.457 -1.911  0.13
H2 -0.820 -1.282 -0.676  0.22
H3 1.634 -0.104 0.226  0.47
H4 -0.783 0.950 1.395  0.13

SMILES = O=CC(O)C=O
E_LUMO = 0.00798 Ha
Gap between HOMO and LUMO = 0.375 hartree

=====

So which one is most stable? That would be (two), about 39.0 kJ/mol below the next structure.